# 1
Entry from the Open Molecules 2025 dataset: C5H5CeO3 as an isolated structure (ωB97M-V/def2-TZVPD).

The LUMO energy (alpha / beta) is -10.081 / -9.838 eV. As for the frontier orbital gap (alpha / beta): 0.25691 / 0.26589 hartree. Its expectation value of S² is 0.7524. Its spin multiplicity is 2. As for the charge: +2.

Structure (XYZ):
```
14
Properties=species:S:1:pos:R:3:lowdin_spin:R:1
O -1.122 1.970 -0.102 -0.018
C -1.551 0.737 -0.284 -0.002
O -1.859 0.032 0.915 -0.001
Ce 0.836 2.634 0.239 1.031
H -2.384 0.673 -1.006 -0.001
O 3.238 -0.102 0.561 -0.001
C 2.148 0.091 -0.108 -0.003
C 0.955 -0.069 -0.400 -0.003
C -0.407 -0.499 -0.608 -0.002
C -1.107 -1.149 0.594 0.000
H 4.030 0.091 0.038 0.000
H -0.545 -0.989 -1.578 0.000
H -1.768 -1.977 0.306 0.000
H -0.463 -1.443 1.434 0.000
```

---

# 2
Entry from the Open Molecules 2025 dataset: one molecule with the formula C5H5Cl (ωB97M-V/def2-TZVPD).

The LUMO energy is 0.901 eV. As for the frontier orbital gap: 0.39381 hartree. Its spin multiplicity is 1.

Structure (XYZ):
```
11
Properties=species:S:1:pos:R:3:nbo_charge:R:1
C -0.590 -0.144 -0.065 -0.137
C 0.044 0.976 -0.032 -0.225
C 1.503 1.123 0.017 -0.514
C 2.126 -0.181 -0.010 0.018
C 2.702 -1.225 -0.014 -0.245
H -0.240 -1.137 -0.239 0.224
H -0.539 1.865 0.143 0.223
H 1.844 1.693 -0.898 0.250
H 1.820 1.594 0.964 0.253
H 3.261 -2.039 0.259 0.228
Cl -2.403 -0.310 0.023 -0.076
```

---

# 3
Entry from the Open Molecules 2025 dataset: one molecule with the formula C5H5Cl (ωB97M-V/def2-TZVPD).

The LUMO energy is 0.976 eV. As for the frontier orbital gap: 0.39687 hartree. Its spin multiplicity is 1.

Structure (XYZ):
```
11
Properties=species:S:1:pos:R:3:nbo_charge:R:1
C 0.761 0.686 -0.296 -0.212
C -0.095 1.465 0.726 -0.398
C -0.693 0.861 -0.562 -0.315
C -1.689 -0.226 -0.232 0.009
C -2.364 -1.138 0.159 -0.243
H 1.386 1.261 -0.963 0.228
H -0.383 0.913 1.612 0.243
H -0.006 2.580 0.767 0.230
H -0.996 1.437 -1.467 0.251
H -2.871 -1.955 0.498 0.225
Cl 1.609 -0.831 0.046 -0.018
```

---

Computed values of E (unit: eV) for the preceding records, in sequence: -24315.7496 -17785.5985 -17785.3708.
Computed values of relative energy (zero: lowest compared OMol25 entry of this formula, charge and spin) (unit: kcal per mole) for the preceding records, in sequence: 0.0 45.2 50.5.